# 1
Below is C33H47N4O5S4SiTl as an isolated structure, with properties calculated with ωB97M-V/def2-TZVPD.

XYZ file:
```
95
Properties=species:S:1:pos:R:3
Tl -2.4636 -0.0144 -0.8560
N -6.9623 -1.2592 -0.6502
C -5.6014 -1.4799 -0.8131
S -4.8924 -1.0234 -2.3015
N -5.0438 -2.0706 0.2250
N -3.7014 -2.1795 0.1339
C -3.1507 -3.0957 0.8288
C -1.7119 -3.3500 0.7208
C -1.1113 -4.3785 1.4468
C 0.2289 -4.6486 1.2322
C 0.9329 -3.8804 0.3188
C 0.2564 -2.8571 -0.3332
N -1.0276 -2.6101 -0.1495
H -7.2885 -0.5227 -1.2557
H -7.2026 -1.1269 0.3229
H -3.7598 -3.7544 1.4496
H -1.6956 -4.9528 2.1555
H 0.7214 -5.4452 1.7787
H 1.9842 -4.0480 0.1262
H 0.7596 -2.2075 -1.0411
C -3.2902 4.8139 -0.6346
C -3.2951 3.3025 -0.5342
S -2.2755 2.4993 -1.7167
C -3.9979 2.7046 0.4459
C -4.7801 3.5364 1.4430
S -4.1606 0.9766 0.7580
H -2.9381 5.1220 -1.6181
H -2.6183 5.2599 0.1098
H -4.2846 5.2419 -0.4780
H -4.2060 4.4019 1.7875
H -5.0375 2.9380 2.3170
H -5.7167 3.9135 1.0144
C 4.8150 -2.4893 -5.7234
C 4.9414 -2.0531 -7.1594
O 5.9134 -2.2913 -7.8352
S 3.6232 -1.1108 -7.9033
C 2.4158 -0.9626 -6.6145
C 1.3667 -1.8737 -6.5279
C 0.4478 -1.7833 -5.4979
C 0.5520 -0.7778 -4.5277
C 1.5953 0.1517 -4.6446
C 2.5115 0.0617 -5.6760
C -0.3683 -0.6970 -3.4432
C -1.1519 -0.6220 -2.5183
H 5.5252 -3.2957 -5.5545
H 3.8043 -2.7947 -5.4641
H 5.0718 -1.6454 -5.0798
H 1.2822 -2.6614 -7.2667
H -0.3649 -2.4933 -5.4221
H 1.6672 0.9416 -3.9099
H 3.3163 0.7828 -5.7536
C 0.3685 3.5045 3.9772
C -0.3363 2.6391 2.9348
C -0.7813 3.4906 1.7541
C -1.5335 1.9318 3.5641
O 0.6461 1.6998 2.4971
Si 0.3815 0.2623 1.6896
O -0.9139 0.2627 0.8172
O 0.3513 -0.9405 2.8425
C 1.2568 -1.2942 3.8712
C 1.6836 -0.0791 4.6957
C 0.4933 -2.2723 4.7624
C 2.4982 -1.9785 3.3000
O 1.8440 -0.0107 0.9351
C 2.5133 0.8160 -0.0080
C 1.5390 1.6135 -0.8639
C 3.4445 1.7532 0.7607
C 3.3272 -0.1275 -0.8923
H -0.3057 4.2779 4.3542
H 1.2424 3.9862 3.5326
H 0.7026 2.8895 4.8159
H -1.5455 4.2097 2.0642
H -1.2045 2.8610 0.9710
H 0.0713 4.0428 1.3483
H -2.2192 2.6682 3.9933
H -1.1985 1.2611 4.3602
H -2.0777 1.3536 2.8157
H 0.8089 0.4200 5.1162
H 2.2134 0.6450 4.0777
H 2.3354 -0.3987 5.5144
H -0.4065 -1.7900 5.1484
H 1.1096 -2.6046 5.6027
H 0.1883 -3.1407 4.1763
H 3.0243 -1.3035 2.6263
H 2.2065 -2.8622 2.7351
H 3.1683 -2.2813 4.1107
H 0.9462 2.3022 -0.2624
H 0.8404 0.9554 -1.3796
H 2.0892 2.2002 -1.6064
H 2.8563 2.3648 1.4457
H 3.9941 2.4051 0.0758
H 4.1628 1.1702 1.3437
H 2.6609 -0.7253 -1.5172
H 3.9165 -0.8018 -0.2665
H 4.0039 0.4330 -1.5439
```

The total charge is -2. Its energy relative to the best compared isomer or geometry (same formula, charge and spin) is 0.9 kcal/mol. Its lowest unoccupied orbital energy is 0.1364 Eh. The frontier orbital gap is 4.7892 eV.

# 2
Below is C15H11AlF5N3OTe as an isolated structure, with properties calculated with ωB97M-V/def2-TZVPD.

XYZ file:
```
37
Properties=species:S:1:pos:R:3
Al 3.7058 7.5652 12.3777
C 2.9003 11.7111 13.2107
C 4.1465 12.2637 13.4465
C 5.2709 11.4791 13.2585
C 5.1556 10.1312 12.8861
N 3.9002 9.5724 12.7625
C 2.7955 10.3373 12.9048
C 6.2426 9.1834 12.6653
C 7.6351 9.4319 12.8033
C 8.5146 8.3714 12.5233
C 8.0245 7.1497 11.9734
C 6.6163 7.0355 11.8180
N 5.7652 7.9734 12.2973
C 5.9231 5.9242 11.2222
C 6.5309 4.8623 10.5723
C 5.7393 3.8897 9.9113
C 4.3369 4.0807 9.8833
C 3.8325 5.0910 10.6358
N 4.5681 5.9793 11.3594
H 1.9856 12.3436 13.2856
H 4.2784 13.3800 13.6931
H 6.2841 11.8901 13.4069
H 1.8234 9.7740 12.8550
H 8.0074 10.4245 13.1380
H 9.6257 8.5214 12.5950
H 8.6964 6.3306 11.7724
H 7.5997 4.7558 10.6365
H 6.2074 3.0999 9.3144
H 3.6938 3.3888 9.2677
H 2.7528 5.2147 10.6586
F 0.3864 5.4241 11.2026
Te 0.1024 7.1591 12.1546
F -0.1825 7.9326 10.4735
F 3.8597 6.8620 13.9183
F -1.8723 6.9410 11.8494
F -0.2149 8.9247 13.0942
O 2.1230 7.6707 11.6587
```

The total charge is +2. Its lowest unoccupied orbital energy (alpha / beta) is -0.4381 / -0.3702 Eh. The frontier orbital gap (alpha / beta) is 4.6871 / 6.8720 eV.

# 3
Below is a 11-piece molecular cluster, C29H77FN4O24P overall, with properties calculated with ωB97M-V/def2-TZVPD.

XYZ file:
```
136
Properties=species:S:1:pos:R:3
C 1.5368 -2.9465 2.9926
C 1.2172 -2.5620 1.6600
C 1.0471 -1.8089 0.1762
N 0.3446 -0.4882 0.3901
C -0.9606 -0.1908 0.0144
N -1.7628 -1.2388 -0.7139
C -2.9965 -0.7064 -1.3907
C -4.3350 -1.6747 -1.2357
C -4.6735 -2.1139 0.3049
C -5.8116 -1.1987 1.0572
F -6.7880 -2.1543 1.6782
O -3.3839 0.6649 -1.0353
C -3.0408 1.0118 0.3506
P -3.9898 2.5493 1.0130
O -5.5095 2.4516 0.4858
O -3.3287 4.0729 0.4944
O -4.0025 2.5969 2.7823
N -1.5098 1.2061 0.3689
N -1.2404 1.5301 1.6923
H 1.6620 -2.9351 4.1786
H 0.5109 -2.5558 -0.5446
H 2.1464 -1.6618 -0.2645
H 0.9207 0.2654 0.8743
H -1.9230 -2.1061 -0.1601
H -2.7561 -0.6866 -2.5602
H -4.1507 -2.6286 -1.9255
H -5.2336 -1.0554 -1.6677
H -3.7527 -2.1781 1.0240
H -5.1162 -3.2216 0.2488
H -5.2525 -0.6588 1.9634
H -6.2977 -0.4517 0.2997
H -3.2468 0.1370 1.1286
H -3.7678 4.7827 1.0779
H -3.4311 1.8640 3.1577
H -1.2065 0.6798 2.2956
H -0.3864 2.1283 1.7865
C -3.9555 -0.2734 5.1906
C -3.9190 -0.8187 6.6136
O -3.2341 0.1110 7.4554
O -2.6261 -0.0481 4.7270
H -4.4494 -0.9735 4.5118
H -4.4796 0.6866 5.1588
H -3.3611 -1.7590 6.6500
H -4.9262 -0.9844 7.0074
H -3.8047 0.8942 7.5476
H -2.1248 0.2814 5.4984
C -6.5237 1.8381 -4.6212
C -6.3939 0.6334 -3.6962
O -5.0118 0.3016 -3.5483
O -5.9317 1.5416 -5.8840
H -7.5721 2.1036 -4.7794
H -5.9941 2.7014 -4.2069
H -6.8909 -0.2390 -4.1305
H -6.8218 0.8352 -2.7097
H -4.5974 1.0105 -3.0256
H -5.1430 0.9982 -5.6900
C 3.7409 -6.4741 0.5220
C 4.3887 -5.0978 0.4226
O 4.2581 -4.4256 1.6769
O 2.3695 -6.3356 0.8868
H 3.7980 -7.0073 -0.4305
H 4.2264 -7.0737 1.2980
H 3.8772 -4.4862 -0.3264
H 5.4491 -5.1696 0.1630
H 4.8368 -4.8822 2.3127
H 2.3338 -5.5927 1.5207
C 6.4134 -6.0677 4.2961
C 7.6218 -6.8738 4.7587
O 8.7166 -6.6286 3.8735
O 6.0784 -6.4273 2.9577
H 5.5468 -6.2527 4.9360
H 6.6396 -4.9972 4.2998
H 7.4067 -7.9456 4.7173
H 7.9178 -6.6070 5.7776
H 9.0094 -5.7121 4.0208
H 6.9282 -6.5782 2.4993
C 1.8577 4.7866 4.3189
C 1.6406 3.4079 3.7059
O 1.0269 3.5553 2.4238
O 0.6099 5.4682 4.4254
H 2.3016 4.7107 5.3149
H 2.5082 5.3938 3.6820
H 0.9591 2.8162 4.3241
H 2.5835 2.8648 3.5919
H 1.6900 3.9456 1.8277
H 0.1013 5.2239 3.6275
C 6.6140 -0.5696 4.0099
C 6.5319 -2.0684 4.2756
O 7.8365 -2.6389 4.1550
O 7.1536 -0.3398 2.7103
H 5.6269 -0.1037 4.0668
H 7.2805 -0.0861 4.7304
H 5.8960 -2.5559 3.5308
H 6.1392 -2.2793 5.2748
H 8.3627 -2.3225 4.9102
H 7.8373 -1.0255 2.5782
C 1.0922 7.1229 -1.3991
C 1.2220 5.9182 -0.4741
O 2.6041 5.5864 -0.3261
O 1.6842 6.8264 -2.6619
H 0.0438 7.3884 -1.5573
H 1.6218 7.9861 -0.9847
H 0.7250 5.0458 -0.9083
H 0.7941 6.1200 0.5124
H 3.0185 6.2953 0.1965
H 2.4729 6.2830 -2.4679
C 4.9586 -2.3370 -2.6643
C 5.7511 -1.0351 -2.6933
O 6.3917 -0.8471 -1.4298
O 4.0019 -2.2950 -1.6080
H 4.4317 -2.4998 -3.6080
H 5.6202 -3.1871 -2.4721
H 5.0831 -0.1826 -2.8468
H 6.5093 -1.0426 -3.4821
H 7.0945 -1.5167 -1.3581
H 4.4366 -1.8239 -0.8703
C -5.3396 0.1693 -10.5246
C -5.3031 -0.3760 -9.1015
O -4.6181 0.5538 -8.2598
O -4.0102 0.3947 -10.9882
H -5.8335 -0.5308 -11.2034
H -5.8637 1.1293 -10.5564
H -4.7452 -1.3163 -9.0652
H -6.3103 -0.5417 -8.7078
H -5.1888 1.3369 -8.1676
H -3.5088 0.7241 -10.2168
C -3.1414 3.8940 -4.1449
C -2.3489 5.1959 -4.1739
O -1.7083 5.3839 -2.9104
O -4.0981 3.9361 -3.0886
H -3.6683 3.7313 -5.0887
H -2.4798 3.0439 -3.9527
H -3.0169 6.0484 -4.3274
H -1.5907 5.1884 -4.9627
H -1.0055 4.7144 -2.8387
H -3.6634 4.4071 -2.3510
```

The total charge is +1. Its lowest unoccupied orbital energy is -0.1496 Eh. The frontier orbital gap is 7.0715 eV.

# 4
Below is an isolated ion of composition C3H7N2OS and charge +1, with properties calculated with ωB97M-V/def2-TZVPD.

XYZ file:
```
14
Properties=species:S:1:pos:R:3
C 0.3744 0.9345 0.8115
C -0.6276 1.5892 -0.1161
S -0.3285 0.8219 -1.7511
C 0.1589 -0.8484 -0.8192
N -0.2575 -2.0672 -1.3303
O 1.1246 -1.6516 -1.2995
N 0.1939 -0.5396 0.6493
H 1.3925 1.1809 0.5030
H 0.2237 1.2290 1.8520
H -1.6614 1.4126 0.1870
H -0.4561 2.6614 -0.1980
H -0.4166 -2.8366 -0.6735
H 0.9695 -1.0574 1.0912
H -0.6897 -0.8286 1.0936
```

The total charge is +1. Its energy relative to the best compared isomer or geometry (same formula, charge and spin) is 90.5 kcal/mol. The structure (SMILES) is C1CS[C@]2(NO2)[NH2+]1. Its lowest unoccupied orbital energy is -0.1420 Eh. The frontier orbital gap is 10.0357 eV.

# 5
Below is C5H6O2 as an isolated structure, with properties calculated with ωB97M-V/def2-TZVPD.

XYZ file:
```
13
Properties=species:S:1:pos:R:3
C 1.1886 1.2447 1.0561
C -0.0857 0.4549 0.9994
O -1.1525 1.3339 0.9006
C 0.0455 -0.5493 -0.0244
O -1.0070 -0.4886 -0.8431
C -0.6375 -1.5417 -1.5790
C -0.5312 -2.4249 -2.3755
H 1.1076 1.9366 1.8801
H 1.3566 1.8271 0.1504
H 2.0290 0.5885 1.2168
H -0.1951 -0.1882 1.8862
H -1.7658 0.9719 0.2550
H -0.4593 -3.1980 -3.0933
```

Its energy relative to the best compared isomer or geometry (same formula, charge and spin) is 142.2 kcal/mol. Its lowest unoccupied orbital energy is 0.0062 Eh. The frontier orbital gap is 9.2496 eV.

# 6
Below is C30H36BaCl4N7O5 as an isolated structure, with properties calculated with ωB97M-V/def2-TZVPD.

XYZ file:
```
83
Properties=species:S:1:pos:R:3
Ba 1.0929 -0.2092 -0.8314
C 3.8085 3.1705 -3.4438
O 2.6039 3.5156 -2.7714
C 2.6696 3.4389 -1.3961
C 2.3188 4.5607 -0.6750
C 2.2491 4.5290 0.7171
C 2.5316 3.3440 1.3728
C 2.8990 2.2044 0.6608
C 3.1932 0.9324 1.3727
N 2.2509 0.2407 1.8722
N 2.6161 -0.8976 2.5900
C 2.2555 -1.9955 1.9907
O 1.7383 -2.1014 0.8237
C 2.4807 -3.2660 2.7630
C 2.8178 -3.2561 4.1143
C 2.9882 -4.4472 4.8026
C 2.8271 -5.6638 4.1494
C 2.4954 -5.6796 2.8023
C 2.3218 -4.4860 2.1142
C 2.9850 2.2050 -0.7559
O 3.2329 1.1148 -1.4194
H 4.1117 2.1535 -3.1990
H 3.6021 3.2583 -4.5093
H 4.6064 3.8709 -3.1726
H 2.0782 5.4622 -1.2275
H 1.9725 5.4175 1.2700
H 2.4718 3.2839 2.4543
H 4.2266 0.5824 1.4448
H 2.9403 -2.3005 4.6060
H 3.2465 -4.4291 5.8547
H 2.9603 -6.5936 4.6892
H 2.3720 -6.6236 2.2852
H 2.0583 -4.4733 1.0642
Cl -3.6106 -4.7870 -4.8820
C -2.7392 -3.4145 -4.2888
C -2.9270 -2.1540 -4.8388
Cl -4.0616 -1.9452 -6.1296
C -2.2082 -1.0617 -4.3639
Cl -2.4401 0.5157 -5.0368
C -1.2777 -1.1667 -3.3026
O -0.6039 -0.1809 -2.8560
C -1.1348 -2.4694 -2.7326
O -0.2476 -2.5724 -1.6956
C -1.8224 -3.5536 -3.2400
Cl -1.5188 -5.1265 -2.5649
N -1.7342 -3.6209 0.3806
C -3.0515 -3.0561 0.0694
C -3.0066 -1.5465 0.2742
N -2.5720 -1.1724 1.6174
C -1.3156 -1.8336 1.9623
C -1.3572 -3.3424 1.7711
H -0.6567 -3.0697 -0.9338
H -1.7375 -4.6184 0.2069
H -3.8298 -3.4827 0.7234
H -3.3089 -3.2965 -0.9637
H -3.9884 -1.1113 0.0798
H -2.3110 -1.0988 -0.4441
H -3.2854 -1.4393 2.2883
H -1.0298 -1.5743 2.9824
H -0.5249 -1.4774 1.3010
H -2.0797 -3.7886 2.4742
H -0.3720 -3.7673 1.9644
C -1.0427 4.4967 1.6088
N -1.2642 3.1811 1.0452
C -1.0543 2.0688 1.9570
C -1.1734 2.9370 -0.2954
N -0.8211 1.7746 -0.7223
N -1.4971 4.0158 -1.1254
C -1.1147 3.8809 -2.5206
C -2.8175 4.5989 -0.9522
H -0.1660 4.4766 2.2603
H -1.9057 4.8217 2.2004
H -0.8567 5.2175 0.8174
H -1.4448 2.3535 2.9359
H 0.0075 1.8182 2.0581
H -1.5915 1.1879 1.6108
H -0.9997 1.6620 -1.7186
H -1.7418 3.1633 -3.0680
H -0.0738 3.5700 -2.5969
H -1.2179 4.8561 -2.9982
H -3.0870 4.6333 0.1000
H -3.5842 4.0192 -1.4845
H -2.8238 5.6170 -1.3466
```

The total charge is -1. Its energy relative to the best compared isomer or geometry (same formula, charge and spin) is 0.0 kcal/mol. Its lowest unoccupied orbital energy is 0.0847 Eh. The frontier orbital gap is 7.1334 eV.

# 7
Below is C40H40BrIrN5O2P as an isolated structure, with properties calculated with ωB97M-V/def2-TZVPD.

XYZ file:
```
90
Properties=species:S:1:pos:R:3
Ir -0.3370 -0.1507 -0.3477
O -1.3782 2.7975 0.1768
C -0.0171 1.9120 1.9936
O -0.6481 0.8730 1.8786
C 1.1007 1.8894 2.9373
C 1.4866 2.9413 3.7662
C 2.4858 2.7414 4.7069
C 3.0944 1.4982 4.8203
C 2.7326 0.4598 3.9702
C 1.7375 0.6478 3.0197
P 1.4109 -0.7083 1.8305
C 3.0394 -1.0223 1.1044
C 4.0289 -0.0380 1.1176
C 5.2724 -0.2836 0.5486
C 5.5376 -1.5083 -0.0450
C 4.5475 -2.4840 -0.0904
C 3.3026 -2.2367 0.4659
C 1.0374 -2.0572 2.9915
C 1.7894 -3.2218 3.1231
C 1.4260 -4.1780 4.0638
C 0.3148 -3.9850 4.8680
C -0.4281 -2.8142 4.7563
C -0.0706 -1.8559 3.8258
H 0.9796 3.8930 3.7258
H 2.7719 3.5487 5.3667
H 3.8531 1.3337 5.5734
H 3.2271 -0.5001 4.0579
H 3.8449 0.9204 1.5897
H 6.0419 0.4762 0.5923
H 6.5140 -1.7062 -0.4670
H 4.7516 -3.4418 -0.5505
H 2.5426 -3.0078 0.4182
H 2.6809 -3.3807 2.5332
H 2.0270 -5.0701 4.1758
H 0.0358 -4.7355 5.5947
H -1.2745 -2.6449 5.4077
H -0.6275 -0.9266 3.7733
N -1.0157 -2.0731 0.1449
C -2.2749 -2.7120 -0.3119
C -3.4586 -1.9946 0.3059
C -3.6477 -0.6210 -0.2963
N -2.5303 0.2952 0.0507
H -0.2249 -2.6779 -0.0621
H -1.0617 -2.0429 1.1668
H -2.2659 -3.7590 -0.0049
H -2.3092 -2.6861 -1.4034
H -3.3235 -1.9227 1.3911
H -4.3564 -2.5919 0.1468
H -4.5886 -0.1736 0.0276
H -3.6874 -0.7081 -1.3778
H -2.5266 0.4809 1.0509
H -2.6745 1.1929 -0.3997
Br 0.7414 6.9838 2.0294
C 0.7661 5.2898 1.2448
C -0.1956 4.3940 1.4956
C -0.1846 3.0149 0.9086
C 1.0059 2.7352 -0.0081
C 1.9575 3.7426 -0.2296
C 1.8568 4.9729 0.3600
N 1.0947 1.4663 -0.5577
C 2.1337 1.1199 -1.2798
C 2.2307 -0.2056 -1.8273
C 3.2713 -0.5732 -2.6719
C 3.2580 -1.8377 -3.2376
C 2.2058 -2.6935 -2.9468
C 1.2073 -2.2597 -2.0918
N 1.2227 -1.0508 -1.5276
H -1.0379 4.6400 2.1332
H -2.0242 3.4703 0.4330
H 2.7833 3.5826 -0.9061
H 2.5903 5.7377 0.1444
H 2.9432 1.8071 -1.4778
H 4.0578 0.1335 -2.8965
H 4.0474 -2.1458 -3.9098
H 2.1490 -3.6830 -3.3775
H 0.3682 -2.9056 -1.8631
N -0.9521 0.0388 -2.4599
C -2.1097 0.7947 -2.9098
C -3.1790 0.1361 -3.4948
C -4.2655 0.8711 -3.9482
C -4.2738 2.2526 -3.8196
C -3.1916 2.9027 -3.2378
C -2.1048 2.1748 -2.7760
H -0.9542 -0.8904 -2.8712
H -0.1112 0.5143 -2.7786
H -3.1526 -0.9387 -3.6418
H -5.0960 0.3632 -4.4185
H -5.1135 2.8240 -4.1900
H -3.1868 3.9815 -3.1599
H -1.2595 2.6752 -2.3229
```

The total charge is +3. Its energy relative to the best compared isomer or geometry (same formula, charge and spin) is 120.0 kcal/mol. As for the spin multiplicity: 2. Its lowest unoccupied orbital energy (alpha / beta) is -0.3362 / -0.3654 Eh. The frontier orbital gap (alpha / beta) is 6.4463 / 5.8921 eV. As for the expectation value of S²: 0.833.